[1]
Density functional theory data (ωB97M-V/def2-TZVPD) for a molecular structure, C18H45AsCuN4O4Si3 in a non-equilibrium geometry.

Computed properties:
LUMO (spin up / spin down): 0.07 / -0.67 eV
highest occupied orbital energy (spin up / spin down): -7.84 / -7.75 eV
E: -162661.539 eV
multiplicity: 2

Geometry (Å):
Cu  0.424  1.801  -0.516
N  0.781  3.853  0.182
C  2.184  3.961  -0.218
C  2.274  3.469  -1.674
O  2.841  4.147  -2.519
N  1.690  2.287  -1.859
C  1.249  1.947  -3.168
C  -0.298  1.665  -3.170
O  -0.786  1.272  -4.216
O  -0.914  1.848  -2.078
H  0.201  4.433  -0.418
H  0.635  4.135  1.147
H  2.786  3.321  0.431
H  2.566  4.987  -0.168
H  1.730  1.037  -3.547
H  1.421  2.768  -3.877
C  -2.740  1.812  0.593
N  -2.368  1.890  1.997
C  -3.478  1.906  2.926
C  -1.061  1.685  2.285
O  -0.250  1.377  1.391
N  -0.567  1.914  3.545
C  0.879  2.008  3.655
C  -1.214  1.556  4.794
H  -2.908  0.785  0.274
H  -1.941  2.211  -0.030
H  -3.646  2.390  0.436
H  -4.334  2.354  2.426
H  -3.262  2.506  3.803
H  -3.770  0.896  3.234
H  1.294  2.314  2.699
H  1.319  1.046  3.927
H  1.115  2.753  4.414
H  -1.924  0.742  4.660
H  -1.720  2.411  5.250
H  -0.449  1.217  5.491
C  3.353  -0.951  -2.263
Si  1.670  -1.858  -2.389
C  2.072  -3.731  -2.192
C  0.933  -1.702  -4.146
As  0.277  -0.780  -0.779
Si  0.968  -1.770  1.257
C  -0.387  -1.771  2.626
C  1.627  -3.574  1.349
C  2.452  -0.668  1.758
Si  -1.827  -1.785  -1.300
C  -1.624  -3.641  -1.756
C  -3.050  -1.813  0.194
C  -2.649  -0.904  -2.770
H  3.832  -0.852  -3.233
H  4.047  -1.479  -1.614
H  3.212  0.052  -1.862
H  2.708  -4.049  -3.014
H  1.181  -4.350  -2.219
H  2.601  -3.948  -1.270
H  1.720  -1.584  -4.887
H  0.282  -0.835  -4.226
H  0.355  -2.579  -4.422
H  -0.991  -2.671  2.560
H  -1.046  -0.915  2.532
H  0.047  -1.740  3.619
H  0.971  -4.273  0.837
H  1.705  -3.888  2.387
H  2.615  -3.660  0.909
H  2.210  0.370  1.545
H  3.320  -0.929  1.157
H  2.737  -0.755  2.803
H  -1.068  -4.181  -0.995
H  -1.108  -3.760  -2.703
H  -2.598  -4.111  -1.851
H  -2.687  -1.211  1.020
H  -3.175  -2.824  0.568
H  -4.030  -1.444  -0.092
H  -2.082  -1.065  -3.683
H  -2.671  0.171  -2.609
H  -3.664  -1.250  -2.946



[2]
Density functional theory data (ωB97M-V/def2-TZVPD) for a molecular structure, C30H33Cl2SSb2TeTi.

Computed properties:
LUMO (spin up / spin down): -2.96 / -4.25 eV
highest occupied orbital energy (spin up / spin down): -10.21 / -10.57 eV
E: -111002.639 eV
total charge: +1
multiplicity: 3
energy above the lowest of the compared OMol25 structures with the same formula, charge and spin: 4.0 kcal per mole

Geometry (Å):
Ti  -1.173  0.226  0.118
Cl  -3.678  0.603  0.703
C  -3.902  -0.146  2.280
C  -5.061  0.187  2.955
C  -5.290  -0.384  4.194
C  -4.364  -1.267  4.725
C  -3.214  -1.580  4.021
Cl  -2.096  -2.687  4.734
C  -2.936  -1.030  2.757
S  -1.483  -1.473  1.889
H  -5.765  0.879  2.515
H  -6.189  -0.143  4.745
H  -4.524  -1.722  5.692
C  -3.153  -3.475  -0.727
Sb  -2.194  -1.891  -1.788
C  -3.931  -1.251  -2.885
C  -0.014  1.379  -1.338
C  -1.190  2.245  -1.250
C  -2.317  1.958  -2.052
C  -3.509  2.649  -1.917
C  -3.621  3.634  -0.947
C  -2.536  3.925  -0.133
C  -1.322  3.255  -0.257
C  -0.180  3.610  0.633
Sb  0.054  2.039  2.102
C  1.944  2.751  2.798
C  -1.304  2.840  3.543
H  -3.535  -4.214  -1.429
H  -3.983  -3.050  -0.162
H  -2.446  -3.934  -0.038
H  -3.666  -0.590  -3.707
H  -4.588  -0.716  -2.195
H  -4.468  -2.114  -3.274
H  0.058  0.856  -2.287
H  0.935  1.811  -1.037
H  -2.200  1.231  -2.848
H  -4.340  2.430  -2.575
H  -4.545  4.184  -0.831
H  -2.622  4.710  0.610
H  -0.344  4.561  1.137
H  0.760  3.671  0.083
H  1.816  3.798  3.065
H  2.663  2.664  1.985
H  2.305  2.194  3.658
H  -0.981  3.832  3.855
H  -1.380  2.190  4.412
H  -2.285  2.908  3.071
Te  1.359  -1.368  0.462
C  2.699  -1.359  -1.177
C  2.244  -1.193  -2.479
C  3.141  -1.223  -3.538
C  4.492  -1.424  -3.295
C  4.947  -1.592  -1.995
C  4.054  -1.559  -0.935
C  0.872  -3.420  0.288
C  0.760  -4.169  1.451
C  0.407  -5.509  1.369
C  0.189  -6.100  0.134
C  0.327  -5.353  -1.028
C  0.665  -4.010  -0.953
H  1.190  -1.049  -2.668
H  2.784  -1.095  -4.552
H  5.191  -1.450  -4.120
H  6.001  -1.748  -1.804
H  4.414  -1.688  0.078
H  0.926  -3.710  2.417
H  0.309  -6.093  2.275
H  -0.077  -7.147  0.075
H  0.175  -5.816  -1.995
H  0.796  -3.435  -1.862



[3]
Density functional theory data (ωB97M-V/def2-TZVPD) for a molecular structure, C10H27AuI2O2P2Si in a non-equilibrium geometry.

Computed properties:
LUMO (spin up / spin down): -9.43 / -9.48 eV
highest occupied orbital energy (spin up / spin down): -15.20 / -15.09 eV
E: -61235.010 eV
total charge: +2
multiplicity: 3

Geometry (Å):
I  -0.005  -2.471  -5.108
I  -0.008  2.496  -4.534
Au  0.000  0.072  -0.120
P  -2.304  0.010  -0.007
C  -3.327  -0.059  -1.524
C  -2.807  -1.411  1.014
H  -3.893  -1.288  1.198
H  -3.905  1.410  1.061
H  -2.222  -1.356  1.955
H  -2.243  1.538  1.832
H  -3.116  -0.994  -2.071
H  -2.587  -2.328  0.452
C  -2.809  1.516  0.887
H  -4.376  -0.041  -1.194
H  -2.583  2.378  0.245
H  -3.108  0.811  -2.166
P  2.305  -0.003  0.000
C  3.332  -0.076  -1.515
C  2.817  1.498  0.897
H  2.213  -1.371  1.960
H  3.884  -1.312  1.205
H  2.573  -2.344  0.456
C  2.799  -1.429  1.019
H  2.248  1.524  1.839
H  3.911  1.385  1.073
H  4.379  -0.064  -1.181
H  3.119  0.795  -2.156
H  2.599  2.363  0.254
H  3.118  -1.010  -2.062
C  0.007  -0.082  -2.138
O  0.020  -0.377  -3.255
C  -1.456  0.825  4.411
Si  -0.002  0.051  3.622
C  1.451  0.822  4.413
C  -0.003  -1.678  4.282
O  -0.002  0.123  2.137
H  -1.424  0.734  5.518
H  -2.458  0.419  4.156
H  -1.591  1.920  4.256
H  1.417  0.732  5.520
H  2.454  0.414  4.161
H  1.589  1.917  4.258
H  -0.861  -2.297  4.013
H  0.854  -2.298  4.015
H  -0.005  -1.707  5.381



[4]
Density functional theory data (ωB97M-V/def2-TZVPD) for a single C5H8S molecule in a non-equilibrium geometry.

Computed properties:
LUMO: 0.99 eV
highest occupied orbital energy: -9.13 eV
SMILES: C#CCCCS
E: -16147.641 eV
energy above the lowest of the compared OMol25 structures with the same formula, charge and spin: 46.0 kcal per mole

Geometry (Å):
C  -1.217  -1.677  1.905
C  -0.854  -1.404  0.825
C  -0.353  -1.127  -0.527
C  0.706  -0.065  -0.620
C  0.018  1.253  -0.380
S  0.960  2.836  -0.539
H  -1.356  -1.996  2.949
H  -0.129  -2.142  -0.924
H  -1.122  -0.670  -1.144
H  1.215  -0.072  -1.597
H  1.466  -0.289  0.179
H  -0.428  1.219  0.606
H  -0.803  1.364  -1.162
H  1.897  2.770  0.431



[5]
Density functional theory data (ωB97M-V/def2-TZVPD) for a gas-phase ion, C2H3N2OS (charge +1) in a non-equilibrium geometry.

Computed properties:
LUMO (spin up / spin down): -6.28 / -6.28 eV
highest occupied orbital energy (spin up / spin down): -14.80 / -14.80 eV
SMILES: O=[n+]1[nH]ccs1
E: -17974.309 eV
total charge: +1
energy above the lowest of the compared OMol25 structures with the same formula, charge and spin: 72.4 kcal per mole

Geometry (Å):
O  2.163  -1.214  0.040
N  1.180  -0.443  0.012
N  -0.042  -0.996  -0.083
C  -0.977  0.047  0.023
C  -0.410  1.290  0.064
S  1.288  1.231  -0.016
H  -0.107  -1.912  0.158
H  -2.068  -0.089  -0.230
H  -1.028  2.087  0.033



[6]
Density functional theory data (ωB97M-V/def2-TZVPD) for a molecular structure, C3H3NdO3 in a non-equilibrium geometry.

Computed properties:
LUMO (spin up / spin down): -15.27 / -15.26 eV
highest occupied orbital energy (spin up / spin down): -19.76 / -24.02 eV
E: -24540.197 eV
total charge: +3
multiplicity: 5
energy above the lowest of the compared OMol25 structures with the same formula, charge and spin: 39.4 kcal per mole

Geometry (Å):
O  0.620  -0.938  0.573
Nd  4.598  0.716  0.401
O  2.097  0.443  -0.413
C  1.019  -0.151  -0.274
O  -0.024  0.443  -1.072
C  -1.258  0.307  -0.662
C  -1.483  -0.245  0.642
H  -2.012  0.324  -1.450
H  -1.951  0.405  1.384
H  -1.608  -1.305  0.870



no.,molecular weight (g/mol)
1,604.3
2,915.6
3,720.1
4,100.2
5,103.1
6,231.3